71
Properties=species:S:1:pos:R:3:forces:R:3 method="wB97M-V/def2-TZVPD" largest_force_ev_per_a=0.26 s2=6.0607 homo_lumo_gap_ev="6.0 / 5.4" spin_multiplicity=5 total_charge=+1 homo_ev="-8.5 / -10.9"
Ir 0.519543 0.282972 -0.336527 -0.1 0.0 0.2
I -0.912293 2.407759 0.756554 0.0 -0.1 -0.1
P 2.074783 0.021217 1.298627 0.1 0.0 0.1
O -0.457016 -1.515754 0.260294 0.0 0.1 -0.1
O -1.266187 -2.057362 -5.011922 0.0 0.0 0.0
N -1.107671 -4.726445 -1.128807 0.0 -0.2 0.0
N -0.996187 0.467579 -1.763262 0.0 0.0 0.1
C 1.485360 0.505689 2.934937 0.0 0.0 0.0
C 5.324162 2.777373 -0.339392 0.0 0.0 0.0
C -0.103961 0.103826 4.700303 0.0 0.0 0.0
C 3.914599 3.017163 -2.364818 0.0 0.0 0.0
C 0.468638 -0.271258 3.497237 0.0 0.0 0.0
C -1.928878 4.049354 -1.558226 0.0 0.0 0.0
C -2.269729 3.306953 -3.806464 0.0 0.0 0.0
C -1.413551 -0.629775 -2.423614 0.0 0.0 0.0
C 0.326545 1.258459 5.344090 0.0 0.0 0.0
C -2.322752 4.319508 -2.859889 0.0 0.0 0.0
C -1.237849 -1.960517 -1.993073 0.0 0.0 0.0
C 3.811787 -4.212149 1.574873 0.0 0.0 0.0
C 1.935973 1.356280 -1.179166 0.0 0.1 -0.2
C 3.617405 -3.487398 2.742484 0.0 0.0 0.0
C 2.748897 -1.648932 1.455552 0.0 0.0 0.1
C 2.781297 2.679725 -3.059292 0.1 0.1 0.0
C -2.166690 -2.801826 -4.194809 0.0 0.0 0.0
C 3.092120 -2.204493 2.685516 0.0 0.0 0.0
C 1.323973 2.039261 4.781423 0.0 0.0 0.0
C -0.790194 -2.355856 -0.651725 0.0 0.0 -0.1
C -1.610455 -3.028397 -2.814639 0.0 0.0 -0.1
C 3.411114 1.116431 0.792385 0.0 0.0 0.1
C -1.838470 2.036802 -3.464870 0.0 0.0 0.0
C -1.510608 -4.352351 -2.335507 0.0 0.1 0.0
C -0.347546 -4.123509 1.087195 0.0 0.0 0.0
C 3.164282 1.670953 -0.478755 0.0 0.0 0.0
C 1.903264 1.668309 3.574183 0.0 0.0 0.0
C -1.497978 2.778612 -1.227942 0.0 0.0 0.0
C 4.582173 1.372168 1.466534 -0.1 0.0 0.0
C 5.541775 2.222353 0.896242 0.0 0.0 0.0
C -0.766073 -3.749675 -0.289218 0.0 0.0 0.0
C 4.142502 2.504894 -1.060817 0.0 0.0 0.0
C 3.484975 -3.656262 0.344714 0.0 0.0 0.0
C 1.814457 1.845041 -2.484374 -0.1 -0.1 0.1
C 2.950683 -2.379595 0.284685 0.0 0.0 0.0
C -1.444550 1.730790 -2.156108 0.0 0.1 0.0
H 2.629262 3.057070 -4.061727 0.0 0.0 0.0
H -2.658743 5.311295 -3.127257 0.0 0.0 0.0
H -1.803612 -5.157184 -3.003846 0.0 0.0 0.0
H 0.125174 -1.163096 2.983792 0.0 0.0 0.0
H -0.381358 -5.203532 1.193213 0.0 0.0 0.0
H 3.877257 -3.920297 3.699187 0.0 0.0 0.0
H 6.069249 3.426452 -0.782807 0.0 0.0 0.0
H 4.772043 0.917452 2.431896 0.0 0.0 0.0
H -1.958592 4.827216 -0.807002 0.0 0.0 0.0
H -0.121031 1.549785 6.284918 0.0 0.0 0.0
H -3.103580 -2.239190 -4.122753 0.0 0.0 0.0
H 2.674656 2.287705 3.134659 0.0 0.0 0.0
H 2.939800 -1.642137 3.598035 0.0 0.0 0.0
H 0.658773 -3.754742 1.298452 0.0 0.0 0.0
H -2.557296 3.509140 -4.829625 0.0 0.0 0.0
H -2.405698 -3.764108 -4.649763 0.0 0.0 0.0
H 4.220110 -5.212881 1.623076 0.0 0.0 0.0
H -0.984553 -2.600091 -5.752327 0.0 0.0 0.0
H -1.967333 -0.491660 -3.340808 0.0 0.0 0.0
H 2.688221 -1.946033 -0.675144 0.0 0.0 0.0
H 6.458817 2.429196 1.430877 0.0 0.0 0.0
H 1.655281 2.940232 5.280196 0.0 0.0 0.0
H -0.888272 -0.500720 5.135910 0.0 0.0 0.0
H 0.942270 1.585195 -3.068752 0.0 0.0 0.0
H 3.639272 -4.221109 -0.565091 0.0 0.0 0.0
H -1.009720 -3.657118 1.821098 0.0 0.0 0.0
H -1.776220 1.275926 -4.231624 0.0 0.0 0.0
H 4.661143 3.661781 -2.812183 0.0 0.0 0.0

15
Properties=species:S:1:pos:R:3:forces:R:3 method="wB97M-V/def2-TZVPD" largest_force_ev_per_a=5.54 homo_lumo_gap_ev=7.3 spin_multiplicity=1 homo_ev=-6.9
O -2.292654 -0.064628 -0.173354 -0.1 -1.2 1.1
N 1.960538 -0.047528 -0.171926 -5.0 1.7 1.7
C -0.169260 -0.711147 0.378062 -1.0 -1.4 0.9
C -1.562158 -1.127319 -0.105570 1.3 0.6 0.3
C 1.272643 1.088707 0.048164 -1.1 2.3 0.7
C -1.667739 1.082911 0.281041 0.9 1.8 -2.8
C -0.177854 0.640808 -0.117750 -0.6 3.8 -2.8
C 1.162073 -1.179284 -0.104237 0.1 1.0 -0.8
H -2.192606 1.921616 -0.383356 1.4 -1.4 1.7
H -2.044383 -2.083118 -0.244641 0.1 0.1 -0.1
H 2.911040 -0.056223 -0.160806 3.2 -0.3 -0.2
H -0.239524 -0.386936 1.530410 0.1 -1.3 -0.9
H 1.720763 -1.951241 0.289675 0.7 -2.0 0.5
H 1.540164 2.231458 0.249630 0.2 -3.1 -1.0
H -0.221036 0.641919 -1.315340 -0.1 -0.4 1.5

52
Properties=species:S:1:pos:R:3:forces:R:3 method="wB97M-V/def2-TZVPD" largest_force_ev_per_a=1.15 homo_lumo_gap_ev=9.5 spin_multiplicity=1 homo_ev=-8.9
Cl -5.793211 -1.044975 1.882065 -0.1 -0.1 0.2
F -3.953722 -3.816382 -1.906994 0.0 0.0 0.0
O -1.821377 3.122173 -0.736683 -0.7 -0.1 0.0
O -4.576842 1.082682 0.455597 0.1 -0.1 0.1
O 3.518411 0.291510 -1.089808 0.0 0.2 -0.1
O 0.871301 0.214011 1.251019 -0.4 0.0 0.0
N 6.609229 -2.496561 -0.339991 0.5 0.0 -0.3
N -0.495732 2.943566 -0.538701 1.0 0.0 -0.1
N 2.060703 2.056074 0.739418 0.1 -0.1 0.2
C -4.928181 -1.232777 0.407301 0.2 0.3 -0.2
C -2.504199 2.235944 0.008934 0.6 -0.7 0.7
C 3.099473 3.154301 -1.165039 0.1 0.1 0.2
C 3.292751 1.397449 1.110027 0.2 -0.6 -0.1
C 3.172901 -1.014177 -0.663354 -0.2 -0.2 -0.1
C 2.276053 3.338472 0.110989 -0.1 0.4 -0.5
C -4.089760 -2.599293 -1.347718 0.0 0.2 0.1
C -1.624472 1.458293 0.701321 -0.4 0.5 -0.4
C 4.149405 1.125574 -0.142521 0.4 0.4 0.3
C -3.672736 -0.250909 -1.387446 -0.1 0.1 0.2
C -3.529353 -1.500819 -1.967461 -0.1 -0.3 0.1
C 4.330805 -1.802162 -0.112906 0.1 0.0 0.1
C 5.328363 -3.218510 1.535650 0.0 0.0 0.0
C 5.554203 -1.835425 -0.777839 -0.3 0.1 0.0
C -4.370577 -0.096153 -0.195830 -0.1 -0.3 0.0
C 0.918385 1.347250 0.787551 0.5 0.0 0.1
C -3.997822 2.255506 -0.054075 0.0 0.4 -0.2
C -4.793367 -2.484508 -0.160757 0.1 0.0 -0.2
C -0.350786 1.959269 0.314172 -1.1 0.2 -0.3
C 4.420846 2.455472 -0.851878 -0.2 -0.3 -0.1
C 4.228848 -2.511124 1.077418 0.1 0.1 -0.2
C 6.496073 -3.175549 0.789262 -0.1 -0.2 0.3
H 3.299723 -2.509063 1.630484 -0.1 0.0 0.1
H -1.817802 0.654289 1.377734 -0.1 -0.2 0.1
H 7.385036 -3.704862 1.106226 0.0 -0.1 0.1
H 2.532120 2.540678 -1.864409 -0.1 0.1 -0.1
H 3.047590 0.471577 1.631256 0.1 0.1 0.0
H 5.685117 -1.294925 -1.706870 -0.1 0.1 -0.1
H 2.800054 -1.496915 -1.573447 0.0 0.0 0.1
H -4.321322 2.456216 -1.085271 0.0 0.0 0.1
H 2.353961 -0.987781 0.068019 0.1 0.0 -0.1
H 5.040378 3.082039 -0.207570 0.1 0.0 0.0
H 5.281500 -3.784446 2.453235 0.0 -0.1 0.1
H -5.223070 -3.354241 0.308122 0.0 -0.1 0.1
H 3.860285 2.046302 1.784293 0.0 0.0 0.0
H 4.966361 2.258912 -1.774608 0.1 0.0 0.0
H 3.284596 4.126211 -1.622287 0.0 0.0 -0.1
H 5.098437 0.671453 0.189611 -0.2 0.1 0.0
H -3.228119 0.598563 -1.879413 0.0 0.1 0.0
H -2.985303 -1.620506 -2.890054 0.1 0.0 -0.1
H -4.383213 3.057331 0.586244 0.1 -0.1 -0.2
H 1.318775 3.799758 -0.122913 0.3 0.1 0.1
H 2.826712 3.969673 0.819374 -0.1 0.0 0.0

10
Properties=species:S:1:pos:R:3:forces:R:3 method="wB97M-V/def2-TZVPD" largest_force_ev_per_a=5.58 homo_lumo_gap_ev=8.4 spin_multiplicity=1 homo_ev=-8.5
S 1.688662 -0.800389 0.752639 0.4 0.4 2.3
S -0.898484 2.380695 -0.168634 -0.6 -1.2 -0.1
O -0.751444 -1.611689 -0.414290 2.1 0.5 -3.4
N 0.860739 0.551462 0.139060 1.4 0.8 0.0
N -1.333561 -0.305348 -0.497949 3.6 0.9 1.2
C -0.466553 0.735737 -0.112764 -1.9 0.8 -1.2
H -2.299183 -0.093014 -0.798117 1.0 -0.7 0.2
H 0.229723 -1.719636 -1.186328 -4.6 0.9 3.1
H 1.584644 -0.632477 2.223580 0.0 0.0 -2.4
H 1.385456 1.494660 0.062803 -1.3 -2.2 0.5

111
Properties=species:S:1:pos:R:3:forces:R:3 method="wB97M-V/def2-TZVPD" largest_force_ev_per_a=1.29 s2=0.9662 homo_lumo_gap_ev="6.5 / 7.9" spin_multiplicity=2 total_charge=+1 homo_ev="-10.3 / -10.5"
Cr 0.580598 -0.306187 0.548240 0.3 1.1 -0.5
Cl 5.057787 -5.498650 -1.277037 0.0 0.0 0.0
Cl 5.411123 -0.289826 0.090323 0.0 0.0 0.0
Cl 0.658527 -2.694966 0.203949 -0.2 -0.7 -0.1
S -1.522004 -0.815568 -6.153442 0.0 0.1 0.0
P -1.641769 0.408154 -0.181553 -0.2 -0.1 -0.2
P 0.727879 -0.695378 2.978518 0.3 0.0 0.5
O 3.117872 1.426800 -5.270837 -0.2 -0.2 0.0
O -1.808405 0.029303 -5.009527 0.0 0.0 -0.1
O 2.523169 -0.545548 0.584121 0.1 -0.1 0.1
O -1.533802 -0.241008 -7.470876 0.0 0.0 0.1
O 3.837007 2.091568 -3.353092 -0.1 -0.1 0.1
N 1.251096 -0.319014 -3.903283 0.1 0.3 -0.3
N 1.075926 -0.376748 -1.700319 -0.3 0.3 0.3
N 0.556542 1.501875 1.247130 0.0 -1.0 -0.2
N 3.117243 1.414346 -4.053720 0.1 0.0 -0.1
C -1.803058 1.039672 -1.924639 0.0 0.1 0.1
C -1.755259 0.294525 3.743084 0.0 0.0 0.1
C 1.572087 0.871889 3.341012 -0.1 0.0 0.0
C 1.867841 -1.955987 3.754670 0.0 -0.1 -0.3
C -0.516401 -0.919323 5.545308 0.0 0.0 0.0
C 4.300438 -4.030303 -0.758128 0.0 0.0 0.0
C -2.628894 -2.216722 -6.116628 -0.1 0.1 -0.1
C -0.862981 2.233947 -2.154236 -0.1 -0.1 -0.1
C 0.119634 -1.520475 -5.914416 -0.1 0.0 0.1
C 1.438172 -3.391598 3.421496 -0.1 0.0 0.1
C -3.101866 -0.731992 0.022503 0.1 0.0 0.3
C 3.223784 3.082043 3.337607 0.0 0.0 0.0
C 2.380567 -2.815976 -0.118494 0.1 0.2 0.1
C -0.497926 -1.870708 -2.920470 0.2 -0.1 0.0
C 4.467147 -1.716027 -0.142576 0.1 0.1 0.0
C -1.789321 1.954546 0.741779 0.1 -0.1 0.0
C 2.937149 -4.008021 -0.535210 -0.2 -0.1 0.0
C -0.788639 -0.851136 4.042507 0.0 0.2 0.0
C -0.578507 3.592377 1.996655 0.2 -0.1 0.0
C 3.093063 -1.636602 0.122779 -0.3 0.1 0.0
C -1.720560 4.373993 2.063140 0.0 0.0 0.0
C 2.341520 1.170427 4.458453 0.1 -0.1 0.0
C -2.921129 2.756410 0.814947 0.0 0.0 0.0
C -3.894060 -1.881557 -6.903765 0.0 0.0 0.1
C -2.688935 -1.968040 0.832240 -0.1 0.0 0.0
C 2.431243 2.817721 2.228802 0.0 0.1 -0.2
C 5.063183 -2.887257 -0.567713 0.2 0.0 0.0
C 3.365420 -1.753501 3.486306 -0.1 -0.1 0.0
C -4.375562 -0.117040 0.599884 0.0 -0.1 0.0
C -4.149606 4.844897 1.513685 0.1 0.0 0.0
C 0.589177 -0.852572 -2.849455 0.3 0.0 0.1
C -3.227127 1.406346 -2.338442 0.0 0.0 -0.1
C 1.557049 1.745212 2.253409 -0.3 0.1 0.1
C 2.068214 0.500988 -2.014050 0.2 -0.1 0.4
C 3.154847 2.300473 4.488058 0.0 0.0 0.1
C 2.196824 0.549277 -3.352450 -0.2 0.0 -0.4
C -2.915268 3.980650 1.472529 0.0 0.1 0.0
C 3.957742 2.636190 5.720643 0.0 0.0 -0.1
C 1.079841 -0.469163 -5.372743 0.0 -0.1 0.2
C -0.575651 2.367282 1.320483 0.0 0.2 0.1
H -4.586328 -2.719232 -6.850008 0.0 0.0 0.0
H -3.933277 0.582460 -2.212886 0.0 0.1 0.0
H -0.001568 -1.831011 5.844665 0.0 0.0 0.0
H 2.062563 -0.685062 -5.764550 0.2 0.0 -0.1
H 0.434880 -1.748425 -6.932632 0.1 -0.1 0.1
H 3.897028 -2.674327 3.744236 0.0 0.1 0.0
H -0.101214 -2.858442 -3.162176 0.0 0.0 0.0
H 2.349378 0.496992 5.311168 0.0 0.0 0.0
H 0.797603 0.498821 -5.771823 0.0 0.2 0.0
H -1.471134 -0.899525 6.075952 0.0 0.0 0.0
H 0.352204 -3.518064 3.400531 0.0 0.0 0.0
H -5.034465 4.262375 1.772368 0.0 0.0 0.0
H -2.838164 -2.396670 -5.061068 0.0 -0.1 0.0
H -3.560528 -2.599029 1.027802 0.1 0.0 0.0
H -3.214055 1.653219 -3.403323 0.0 0.0 0.1
H -3.591459 2.280249 -1.795792 0.0 0.0 0.0
H -1.340698 1.250049 4.078168 0.0 0.0 0.0
H -4.044084 5.649814 2.240160 0.0 0.0 0.0
H -4.330626 5.301631 0.538075 0.0 0.0 0.0
H -3.661479 -1.684433 -7.948268 0.0 0.0 0.0
H 1.701286 -1.806921 4.818894 0.0 0.1 0.1
H -5.127642 -0.901220 0.714803 0.0 0.0 0.0
H 2.334084 -4.897137 -0.677814 0.0 0.1 0.0
H 3.904193 3.925755 3.309019 0.0 0.0 0.0
H 6.130612 -2.911293 -0.747122 -0.1 0.0 0.0
H -2.258583 -1.690061 1.796772 0.0 0.0 0.0
H 2.654194 1.008970 -1.263395 -0.1 0.0 -0.1
H -0.663951 2.353086 -3.223753 -0.1 0.0 0.1
H -1.675241 5.315407 2.601043 0.0 0.0 0.0
H 0.090728 2.135779 -1.637978 0.0 0.0 0.0
H 3.317901 2.642896 6.604291 0.0 0.0 0.0
H -0.968706 -1.931318 -1.947343 0.0 0.0 0.2
H 4.747971 1.902272 5.893704 0.0 0.0 0.0
H -1.256121 -1.583606 -3.641447 0.0 0.0 0.1
H 1.835549 -4.077213 4.173871 0.0 0.1 0.0
H -1.967276 0.386621 2.682127 0.0 0.0 -0.1
H -4.797947 0.645964 -0.052463 0.0 0.0 0.0
H 2.480065 3.455104 1.350853 0.0 0.0 0.1
H 3.576224 -1.519277 2.446909 0.0 0.0 0.0
H 0.061947 -0.054870 5.881556 0.0 0.0 0.0
H -2.703091 0.132896 4.263015 0.1 0.0 0.0
H 4.421887 3.617588 5.633421 0.0 0.0 0.0
H -1.959302 -2.578039 0.296208 0.0 0.0 0.0
H -1.249696 -1.791490 3.728475 0.0 -0.1 0.0
H -4.196462 0.322149 1.583557 0.0 0.0 0.0
H 1.839924 -3.700906 2.458470 0.0 0.0 0.0
H -1.497002 0.213047 -2.559827 0.0 0.1 0.0
H 0.071360 -2.447034 -5.342114 0.0 0.1 0.0
H 0.315999 3.948936 2.485779 0.0 0.0 0.0
H -3.300493 -1.052563 -1.003057 -0.1 -0.1 -0.1
H -1.332270 3.152997 -1.797917 0.0 0.0 0.0
H -4.386123 -0.998826 -6.493092 0.0 -0.1 0.0
H -2.086018 -3.068441 -6.537073 -0.1 0.1 0.0
H 3.782639 -0.948615 4.085716 0.0 0.0 0.0
H -3.848250 2.423968 0.368188 0.1 0.0 0.0

16
Properties=species:S:1:pos:R:3:forces:R:3 method="wB97M-V/def2-TZVPD" largest_force_ev_per_a=8.03 s2=16.7713 homo_lumo_gap_ev="9.1 / 3.9" spin_multiplicity=8 total_charge=+2 homo_ev="-17.7 / -16.9"
Tb -2.551809 1.265196 -0.298231 1.1 0.9 0.1
F 1.328873 2.110473 -1.405368 0.0 -0.7 0.9
O 1.751535 1.763817 0.773536 2.4 0.0 2.2
O -0.350179 1.723269 -0.060291 -1.1 -0.9 0.3
O 3.475585 0.862578 1.892127 2.9 0.4 2.7
O 2.393469 -0.290028 0.302452 1.4 0.0 1.2
C -2.652143 -1.692130 0.535839 0.6 0.6 -0.2
C 0.870176 1.372929 -0.306629 -0.6 0.9 -2.4
C 2.643741 0.807825 1.034019 -6.3 -0.5 -5.0
C -1.845125 -1.306225 -0.448322 -1.3 -0.9 0.1
C 1.263792 -0.089105 -0.505249 -3.7 -2.4 -0.7
H -1.934287 -1.546788 -1.514032 0.3 0.1 0.1
H 1.458203 -0.373745 -1.542261 0.7 0.5 0.2
H -2.443166 -1.458557 1.585897 -0.1 -0.2 -0.2
H 0.186245 -0.937780 -0.359618 3.2 2.4 0.6
H -3.594909 -2.211731 0.316130 0.3 -0.1 0.0

Number 1: molar mass 870.727 g/mol. Number 2: molar mass 109.128 g/mol. Number 3: molar mass 445.878 g/mol. Number 4: molar mass 124.190 g/mol. Number 5: molar mass 924.273 g/mol. Number 6: molar mass 307.014 g/mol.